[1]
{"formula": "C3H6N4", "method": "ωB97M-V/def2-TZVPD", "elements": ["C", "C", "C", "N", "N", "N", "N", "H", "H", "H", "H", "H", "H"], "xyz": [[1.0192, 0.0991, -0.1051], [-1.9879, 0.3819, -0.1381], [2.3833, -0.4359, -0.0930], [-2.2281, -0.6549, -0.8374], [-1.2642, -0.7260, 0.3364], [0.1332, -0.8487, 0.0462], [-2.0894, 1.6950, 0.0984], [2.9797, -0.2001, 0.8773], [2.4698, -1.5589, -0.0734], [2.9291, 0.1777, -0.9959], [0.4677, -1.8953, 0.0492], [-2.9526, 2.0860, -0.1569], [-1.8597, 1.8801, 0.9924]], "mulliken_charge": [-0.39, 0.72, -0.49, -0.54, -0.58, 0.13, -0.40, 0.23, 0.22, 0.21, 0.37, 0.27, 0.26]}

[2]
{"formula": "C13H30OSi", "method": "ωB97M-V/def2-TZVPD", "elements": ["O", "C", "C", "C", "C", "C", "C", "C", "C", "C", "C", "C", "C", "C", "Si", "H", "H", "H", "H", "H", "H", "H", "H", "H", "H", "H", "H", "H", "H", "H", "H", "H", "H", "H", "H", "H", "H", "H", "H", "H", "H", "H", "H", "H", "H"], "xyz": [[1.5247, 0.8034, 1.7080], [-2.9444, -3.2818, -1.7353], [1.8297, 2.1514, 1.5838], [-3.1156, -1.7833, -1.5174], [2.7394, 2.3344, 0.3923], [-2.1088, -0.8877, -2.3290], [2.0843, 1.9060, -0.9057], [-0.6341, -1.0293, -1.9357], [2.0127, 0.3826, -1.0308], [0.2840, -0.1266, -2.8016], [1.7752, -0.1614, -2.4528], [0.2908, 1.1744, 4.2617], [0.1619, -1.4954, 2.6948], [-1.4525, 0.9878, 1.7751], [0.1442, 0.4014, 2.5661], [-3.6479, -3.8796, -1.2068], [-1.9833, -3.6499, -1.3959], [-3.0506, -3.5825, -2.7757], [2.2857, 2.4848, 2.5085], [0.8845, 2.7125, 1.4114], [-3.0360, -1.5492, -0.4690], [-4.1598, -1.4839, -1.7905], [3.6502, 1.7861, 0.5882], [3.1522, 3.3296, 0.3161], [-2.2132, -1.0680, -3.3971], [-2.3951, 0.1463, -2.2102], [2.6207, 2.3366, -1.7682], [1.0437, 2.3262, -0.9449], [-0.3346, -2.1055, -1.9947], [-0.5522, -0.7678, -0.8617], [1.2671, -0.0330, -0.3483], [2.9646, -0.0045, -0.6700], [-0.0701, 0.9093, -2.7996], [0.1599, -0.4244, -3.8978], [2.3532, 0.4291, -3.1457], [2.1066, -1.1860, -2.5535], [-0.5468, 0.9936, 4.8940], [0.3932, 2.2566, 4.1832], [1.2225, 0.9208, 4.8013], [0.6598, -1.7031, 3.6426], [-0.7869, -2.0117, 2.7484], [0.7520, -1.9461, 1.9011], [-1.6357, 2.0063, 2.1116], [-1.4209, 0.9748, 0.6902], [-2.2742, 0.4065, 2.1592]], "mulliken_charge": [-0.23, -1.29, -0.42, -0.27, -1.14, -0.97, -0.39, 0.48, 0.20, -0.65, -1.05, -1.32, -1.20, -1.10, 0.66, 0.43, 0.30, 0.29, 0.30, 0.35, 0.16, 0.33, 0.42, 0.41, 0.41, 0.39, 0.32, 0.19, 0.16, -0.35, -0.42, 0.41, 0.30, 0.38, 0.40, 0.33, 0.37, 0.35, 0.33, 0.33, 0.40, 0.33, 0.34, 0.27, 0.43], "smiles": "CCCCCCCCCCO[Si](C)(C)C"}

| no. | calculated total energy (a.u.) |
| --- | --- |
| 1 | -336.7222 |
| 2 | -878.1136 |